C3H4MgO4Pd as an isolated structure at a distorted geometry. Source: OMol25; level of theory: wB97M-V/def2-TZVPD.

```
! RIJCOSX wB97M-V def2-TZVPD def2/J DEFGRID3
* xyz 1 4
O 1.737 -0.151 7.426
C 1.047 -1.288 7.120
O 1.197 -2.318 8.082
C 0.831 -1.919 9.433
Pd 1.598 -0.235 9.159
H 1.369 -1.736 6.162
H 1.260 -2.687 10.093
H -0.271 -1.991 9.529
H -0.129 -1.033 7.123
O -2.231 -0.960 8.806
C -1.464 -0.378 8.012
O -1.772 0.660 7.391
Mg -3.636 0.441 8.255
*
```

Its expectation value of S² is 3.77. For the HOMO energy (alpha / beta), the calculation gives -11.222 / -12.583 eV. The relative energy (zero: lowest compared OMol25 entry of this formula, charge and spin) comes out at 88.9 kJ/mol. The gap between HOMO and LUMO (alpha / beta) comes out at 4.90 / 5.41 eV. The calculation puts the lowest unoccupied orbital energy (alpha / beta) at -0.23250 / -0.26348 Ha. The value obtained for the maximum force is 0.17960 Eh/bohr.